Record 1
Entry from OMol25: a molecular structure, C22H15MoN3O7 (wB97M-V/def2-TZVPD).

ORCA input file:
```
! wB97M-V def2-TZVPD RIJCOSX def2/J DEFGRID3
* xyz 0 3
Mo -0.13 -0.32 -0.29
C -1.27 -2.96 4.42
O -0.74 -1.95 3.57
C 0.56 -2.06 3.23
C 1.47 -2.91 3.83
C 2.80 -2.95 3.39
C 3.21 -2.15 2.35
C 2.30 -1.31 1.70
C 2.75 -0.43 0.65
N 1.93 0.08 -0.19
N 2.31 1.20 -0.93
C 1.28 1.98 -0.99
O 0.13 1.69 -0.42
C 1.37 3.27 -1.72
C 0.22 4.02 -1.92
C 0.28 5.21 -2.63
C 1.49 5.65 -3.14
C 2.65 4.90 -2.93
C 2.59 3.71 -2.23
C 0.97 -1.24 2.16
O 0.04 -0.43 1.63
H -2.34 -2.77 4.46
H -0.86 -2.90 5.42
H -1.09 -3.95 3.99
H 1.16 -3.55 4.64
H 3.50 -3.61 3.88
H 4.24 -2.18 2.01
H 3.79 -0.09 0.62
H -0.72 3.66 -1.52
H -0.62 5.79 -2.79
H 1.54 6.57 -3.69
H 3.59 5.24 -3.33
H 3.48 3.12 -2.07
O -1.64 1.19 -3.72
C -1.44 0.44 -2.80
O -0.28 0.00 -2.35
C -2.59 -0.17 -1.99
C -3.89 -0.40 -2.39
C -4.62 -1.36 -1.69
C -4.02 -2.14 -0.70
C -2.72 -1.84 -0.36
N -2.13 -0.79 -0.92
C -1.67 -2.73 0.31
O -1.98 -3.69 0.97
O -0.45 -2.37 -0.05
H -4.29 0.09 -3.27
H -5.64 -1.58 -1.99
H -4.51 -2.99 -0.25
*
```

Calculated values
HOMO-LUMO gap (alpha / beta): 6.89 / 7.27 eV
E_HOMO (alpha / beta): -0.316 / -0.316 hartree
Energy above the lowest of the compared OMol25 structures with the same formula, charge and spin: 144.40 kJ/mol

Record 2
Entry from OMol25: a molecular structure, C22H15MoN5O2 (wB97M-V/def2-TZVPD).

ORCA input file:
```
! wB97M-V def2-TZVPD RIJCOSX def2/J DEFGRID3
* xyz 2 3
Mo -0.04 -0.01 -0.07
N 3.96 -7.24 -5.89
C 3.51 -6.42 -5.22
C 2.95 -5.40 -4.39
C 3.40 -5.24 -3.08
C 2.86 -4.25 -2.28
C 1.86 -3.42 -2.78
C 1.40 -3.58 -4.08
C 1.95 -4.56 -4.89
C 1.27 -2.36 -1.91
C -0.04 -2.57 -1.48
C -0.84 -3.70 -1.69
C -2.07 -3.52 -1.06
C -2.03 -2.29 -0.45
N -0.82 -1.69 -0.67
C 2.10 -1.27 -1.61
C 3.40 -1.05 -2.04
C 3.88 0.13 -1.46
C 2.87 0.64 -0.69
N 1.77 -0.17 -0.76
H 4.17 -5.89 -2.69
H 3.22 -4.12 -1.26
H 0.62 -2.94 -4.47
H 1.61 -4.69 -5.91
H -0.52 -4.57 -2.25
H -2.90 -4.21 -1.05
H -2.79 -1.81 0.15
H 3.94 -1.71 -2.71
H 4.86 0.57 -1.59
H 2.86 1.55 -0.10
O -0.32 0.33 1.82
N -0.94 1.44 2.20
N -1.27 2.14 1.22
O -0.96 1.67 -0.01
C -1.96 3.39 1.32
C -2.26 3.89 2.58
C -2.93 5.09 2.66
C -3.30 5.77 1.50
C -2.98 5.25 0.25
C -2.31 4.05 0.14
H -1.97 3.35 3.47
H -3.18 5.50 3.63
H -3.82 6.71 1.57
H -3.27 5.78 -0.65
H -2.06 3.63 -0.82
*
```

Calculated values
HOMO-LUMO gap (alpha / beta): 5.20 / 6.05 eV
E_HOMO (alpha / beta): -0.545 / -0.545 hartree
Energy above the lowest of the compared OMol25 structures with the same formula, charge and spin: 12.02 kJ/mol

Record 3
Entry from OMol25: a single C22H16BrN3O6 molecule (wB97M-V/def2-TZVPD).

ORCA input file:
```
! wB97M-V def2-TZVPD RIJCOSX def2/J DEFGRID3
* xyz 0 1
C -0.78 0.18 2.44
O -1.73 -0.64 1.82
C -1.33 -1.48 0.83
C -0.02 -1.68 0.44
C 0.30 -2.61 -0.55
C 1.68 -2.79 -0.96
N 2.57 -1.97 -0.57
N 3.85 -2.12 -0.96
C 4.84 -1.23 -0.63
O 5.99 -1.45 -0.93
C 4.39 -0.01 0.10
C 5.19 0.50 1.12
N 4.88 1.58 1.81
C 3.76 2.22 1.54
C 2.91 1.80 0.53
Br 1.31 2.76 0.15
C 3.22 0.67 -0.22
C -0.71 -3.37 -1.14
C -2.02 -3.16 -0.78
C -2.35 -2.21 0.18
O -3.67 -2.08 0.53
C -4.28 -0.89 0.77
O -5.31 -0.89 1.39
C -3.67 0.35 0.22
C -3.82 1.51 0.97
C -3.27 2.72 0.56
C -2.58 2.72 -0.63
C -2.45 1.56 -1.40
C -2.98 0.36 -1.00
O -1.74 1.85 -2.53
C -1.45 3.23 -2.47
O -1.97 3.76 -1.27
H -1.33 0.76 3.18
H -0.31 0.86 1.72
H -0.01 -0.41 2.95
H 0.79 -1.13 0.89
H 1.91 -3.64 -1.61
H 4.14 -2.94 -1.50
H 6.12 0.01 1.38
H 3.55 3.09 2.13
H 2.58 0.35 -1.02
H -0.47 -4.11 -1.88
H -2.82 -3.72 -1.23
H -4.38 1.46 1.89
H -3.39 3.62 1.14
H -2.88 -0.51 -1.62
H -1.90 3.74 -3.33
H -0.36 3.38 -2.49
*
```

Calculated values
HOMO-LUMO gap: 8.25 eV
E_HOMO: -0.310 hartree
SMILES: COc1cc(/C=N/NC(=O)c2cncc(Br)c2)ccc1OC(=O)c1ccc2c(c1)OCO2

Record 4
Entry from OMol25: a molecular structure, C22H16CeCl5N4O3S (wB97M-V/def2-TZVPD).

ORCA input file:
```
! wB97M-V def2-TZVPD RIJCOSX def2/J DEFGRID3
* xyz 0 2
Ce -0.83 0.53 0.22
O 3.26 -3.87 0.61
C 2.69 -3.85 1.84
C 3.21 -4.73 2.78
C 2.64 -4.80 4.04
C 1.55 -4.00 4.38
C 1.07 -3.10 3.45
C 1.64 -2.99 2.18
C 1.18 -1.98 1.19
O 1.05 -0.66 1.53
N 0.98 -2.35 -0.01
N 0.40 -1.41 -0.87
C 0.34 -1.85 -2.08
C -0.30 -1.20 -3.19
C -0.25 -1.85 -4.44
C -0.85 -1.33 -5.55
C -1.53 -0.10 -5.43
C -1.59 0.56 -4.23
C -0.99 0.03 -3.08
O -1.06 0.66 -1.93
H 2.65 -3.43 -0.01
H 4.04 -5.36 2.49
H 3.05 -5.49 4.77
H 1.10 -4.07 5.36
H 0.22 -2.47 3.71
H 0.79 -2.81 -2.27
H 0.29 -2.80 -4.50
H -0.80 -1.84 -6.50
H -2.00 0.33 -6.30
H -2.11 1.51 -4.12
Cl -0.14 2.80 0.96
C -0.92 -0.04 2.69
C 0.44 -0.26 2.76
C 1.25 -0.02 3.85
Cl 2.94 -0.29 3.75
C 0.65 0.42 5.03
Cl 1.60 0.69 6.43
C -0.73 0.62 5.05
Cl -1.48 1.16 6.50
C -1.47 0.38 3.89
Cl -3.20 0.71 3.96
C -4.51 0.11 0.54
N -3.46 0.84 -0.22
C -3.50 2.25 -0.13
N -3.59 2.71 1.12
S -3.40 3.20 -1.47
H -4.44 -0.94 0.28
H -5.50 0.48 0.28
H -4.35 0.20 1.60
H -3.53 0.64 -1.21
H -3.44 2.10 1.92
H -3.40 3.69 1.26
*
```

Calculated values
HOMO-LUMO gap (alpha / beta): 7.91 / 8.01 eV
E_HOMO (alpha / beta): -0.314 / -0.318 hartree
Energy above the lowest of the compared OMol25 structures with the same formula, charge and spin: 38.09 kJ/mol

Record 5
Entry from OMol25: a molecular structure, C22H16ClN2O5V (wB97M-V/def2-TZVPD).

ORCA input file:
```
! wB97M-V def2-TZVPD RIJCOSX def2/J DEFGRID3
* xyz 2 1
V -0.18 -0.07 0.38
C -3.35 1.99 2.50
O -2.79 1.44 3.71
C -2.29 0.20 3.74
C -2.35 -0.47 4.96
C -1.87 -1.76 5.13
C -1.32 -2.44 4.07
C -1.18 -1.79 2.83
C -0.70 -2.52 1.71
N -0.35 -1.97 0.58
N -0.11 -2.72 -0.53
C -0.06 -1.95 -1.56
O -0.25 -0.62 -1.28
C 0.14 -2.34 -2.93
C 0.35 -3.70 -3.22
C 0.54 -4.09 -4.53
C 0.51 -3.14 -5.55
C 0.30 -1.80 -5.26
C 0.11 -1.39 -3.96
C -1.65 -0.46 2.69
O -1.52 0.13 1.47
H -3.98 2.81 2.83
H -3.97 1.25 1.99
H -2.57 2.37 1.85
H -2.81 0.06 5.78
H -1.97 -2.24 6.09
H -0.99 -3.47 4.17
H -0.64 -3.61 1.75
H 0.37 -4.42 -2.42
H 0.71 -5.13 -4.76
H 0.66 -3.45 -6.57
H 0.27 -1.07 -6.06
H -0.06 -0.35 -3.73
Cl 4.31 2.55 6.62
C 3.73 1.59 5.34
C 4.15 0.27 5.23
C 3.69 -0.50 4.19
C 2.79 0.06 3.25
C 2.38 1.39 3.37
C 2.85 2.15 4.41
C 2.39 -0.83 2.23
O 2.49 -1.90 1.82
O 1.25 0.02 1.19
H 4.84 -0.14 5.95
H 4.01 -1.53 4.08
H 1.71 1.83 2.64
H 2.55 3.19 4.52
*
```

Calculated values
HOMO-LUMO gap: 5.09 eV
E_HOMO: -0.532 hartree
Energy above the lowest of the compared OMol25 structures with the same formula, charge and spin: 112.57 kJ/mol

Record 6
Entry from OMol25: a single C22H16ClN3O4 molecule (wB97M-V/def2-TZVPD).

ORCA input file:
```
! wB97M-V def2-TZVPD RIJCOSX def2/J DEFGRID3
* xyz 0 1
O -0.84 -0.37 1.08
C -0.79 0.61 0.37
N -1.86 1.13 -0.31
N -3.16 0.75 -0.34
C -3.62 -0.20 0.36
C -5.03 -0.54 0.28
C -5.53 -1.58 1.05
C -6.87 -1.95 1.02
C -7.69 -1.24 0.18
C -7.20 -0.18 -0.60
C -5.89 0.19 -0.57
O -8.23 0.35 -1.33
C -9.38 -0.40 -0.99
O -9.03 -1.39 -0.04
C 0.48 1.36 0.13
C 0.54 2.73 -0.10
C 1.76 3.35 -0.28
C 2.94 2.62 -0.26
C 2.89 1.25 -0.02
N 4.03 0.44 0.04
C 5.33 0.79 -0.18
O 5.72 1.91 -0.41
C 6.29 -0.35 -0.03
C 7.47 -0.09 0.67
C 8.43 -1.07 0.85
C 8.23 -2.33 0.31
C 7.09 -2.61 -0.41
C 6.12 -1.62 -0.58
Cl 4.73 -2.01 -1.55
C 1.66 0.63 0.18
H -1.69 1.91 -0.94
H -3.02 -0.80 1.04
H -4.85 -2.13 1.70
H -7.25 -2.76 1.62
H -5.50 0.99 -1.17
H -9.79 -0.88 -1.89
H -10.14 0.27 -0.56
H -0.36 3.33 -0.09
H 1.81 4.41 -0.45
H 3.89 3.10 -0.41
H 3.84 -0.53 0.23
H 7.61 0.90 1.06
H 9.33 -0.85 1.40
H 8.97 -3.10 0.44
H 6.93 -3.58 -0.85
H 1.60 -0.43 0.38
*
```

Calculated values
HOMO-LUMO gap: 8.20 eV
E_HOMO: -0.290 hartree
Energy above the lowest of the compared OMol25 structures with the same formula, charge and spin: 0.00 kJ/mol
SMILES: O=C(N/N=C/c1ccc2c(c1)OCO2)c1cccc(NC(=O)c2ccccc2Cl)c1

Record 7
Entry from OMol25: a molecular structure, C22H16F3NO4V (wB97M-V/def2-TZVPD).

ORCA input file:
```
! wB97M-V def2-TZVPD RIJCOSX def2/J DEFGRID3
* xyz 0 2
V 0.65 -0.80 -0.27
O -0.24 -1.18 -4.33
C 0.23 -1.26 -3.09
O -0.44 -0.90 -2.11
C 1.54 -1.83 -2.86
C 2.42 -2.38 -3.76
C 3.61 -2.95 -3.28
C 3.84 -2.96 -1.91
C 2.93 -2.39 -1.05
N 1.79 -1.80 -1.51
C 2.95 -2.30 0.40
O 3.97 -2.74 1.14
O 1.97 -1.81 0.98
H -1.11 -0.77 -4.28
H 2.18 -2.37 -4.81
H 4.32 -3.39 -3.96
H 4.74 -3.44 -1.52
H 4.69 -3.04 0.58
C -4.22 4.34 1.41
C -4.18 2.99 1.73
C -3.22 2.16 1.16
C -2.27 2.67 0.27
C -2.34 4.03 -0.05
C -3.30 4.85 0.51
C -1.22 1.84 -0.34
C -0.71 0.71 0.12
C -0.91 -0.01 1.37
C -0.43 0.47 2.60
C -0.37 -0.36 3.70
C -0.76 -1.70 3.61
C -1.19 -2.21 2.40
C -1.26 -1.37 1.28
H -4.97 4.98 1.85
H -4.90 2.57 2.42
H -3.21 1.11 1.41
H -1.62 4.43 -0.75
H -3.32 5.91 0.25
H -0.81 2.24 -1.27
H -0.10 1.50 2.67
H -0.02 0.03 4.65
H -0.69 -2.34 4.47
H -1.48 -3.25 2.31
H -1.66 -1.76 0.34
F 3.32 0.41 -0.63
C 1.99 0.80 -0.56
F 1.78 1.48 -1.74
F 2.00 1.77 0.41
*
```

Calculated values
HOMO-LUMO gap (alpha / beta): 5.72 / 5.77 eV
E_HOMO (alpha / beta): -0.234 / -0.234 hartree
Energy above the lowest of the compared OMol25 structures with the same formula, charge and spin: 0.00 kJ/mol

Record 8
Entry from OMol25: a molecular structure, C22H16IrN3S4Sb (wB97M-V/def2-TZVPD).

ORCA input file:
```
! wB97M-V def2-TZVPD RIJCOSX def2/J DEFGRID3
* xyz 0 2
Ir 1.68 0.32 0.40
N 1.05 -0.07 -1.96
C 0.05 -1.06 -1.98
C -1.02 -1.07 -2.85
C -1.93 -2.13 -2.82
C -1.77 -3.18 -1.95
C -0.71 -3.18 -1.02
C -0.47 -4.20 -0.08
C 0.59 -4.09 0.78
C 1.37 -2.92 0.76
N 1.16 -1.93 -0.08
C 0.17 -2.07 -1.01
H 1.97 -0.46 -2.14
H 0.88 0.70 -2.60
H -1.13 -0.27 -3.57
H -2.76 -2.14 -3.51
H -2.45 -4.02 -1.97
H -1.12 -5.07 -0.05
H 0.82 -4.87 1.49
H 2.18 -2.78 1.47
S 6.61 1.45 0.28
Sb 4.57 2.00 1.23
S 3.65 -0.32 1.39
S 3.19 1.97 -0.77
S -2.34 2.43 1.09
C -1.72 3.18 -0.36
C -2.32 4.18 -1.11
C -1.64 4.66 -2.21
C -0.39 4.13 -2.55
C 0.19 3.12 -1.81
C -0.47 2.63 -0.68
N -0.04 1.65 0.20
C -0.92 1.45 1.17
C -0.61 0.53 2.22
C -1.45 0.29 3.31
C -1.06 -0.59 4.30
C 0.18 -1.20 4.21
C 1.03 -0.95 3.14
C 0.64 -0.10 2.11
H -3.29 4.57 -0.84
H -2.07 5.45 -2.81
H 0.14 4.52 -3.41
H 1.17 2.74 -2.06
H -2.41 0.81 3.36
H -1.71 -0.78 5.14
H 0.50 -1.88 5.00
H 2.01 -1.42 3.14
*
```

Calculated values
HOMO-LUMO gap (alpha / beta): 5.01 / 4.81 eV
E_HOMO (alpha / beta): -0.238 / -0.236 hartree
Energy above the lowest of the compared OMol25 structures with the same formula, charge and spin: 287.99 kJ/mol

Record 9
Entry from OMol25: a molecular structure, C22H17BrInN12O2S7 (wB97M-V/def2-TZVPD).

ORCA input file:
```
! wB97M-V def2-TZVPD RIJCOSX def2/J DEFGRID3
* xyz -1 1
In 0.43 1.64 -0.10
S -4.17 2.40 -5.56
C -3.07 2.02 -4.38
S -1.38 2.29 -4.50
C -0.92 1.75 -2.90
C -1.94 1.31 -2.12
S -1.88 0.79 -0.45
S -3.51 1.30 -2.88
S 0.77 1.90 -2.51
N 1.27 2.23 3.35
C 0.77 0.99 3.07
N 0.49 0.09 4.00
N 0.01 -0.96 3.32
N 0.00 -0.72 2.06
N 0.49 0.53 1.85
C 1.79 3.09 2.41
N 2.53 4.14 2.72
N 2.81 4.72 1.53
N 2.28 4.06 0.57
N 1.61 3.00 1.09
H 1.53 2.40 4.30
C 4.10 1.72 -0.58
O 3.02 0.80 -0.46
C 3.30 -0.47 -0.08
C 4.53 -0.92 0.35
C 4.67 -2.25 0.73
Br 6.37 -2.86 1.30
C 3.60 -3.12 0.71
C 2.35 -2.66 0.29
C 2.21 -1.35 -0.13
O 1.06 -0.83 -0.66
C 1.21 -3.59 0.29
N 1.26 -4.83 -0.10
C -0.03 -5.31 0.11
C -0.56 -6.58 -0.13
C -1.88 -6.79 0.20
C -2.68 -5.77 0.75
C -2.17 -4.51 0.98
C -0.84 -4.30 0.65
N -0.02 -3.19 0.75
H 4.83 1.33 -1.30
H 4.57 1.89 0.39
H 3.67 2.65 -0.93
H 5.38 -0.25 0.39
H 3.71 -4.15 1.01
H 0.29 -1.36 -0.42
H 0.06 -7.36 -0.55
H -2.32 -7.77 0.03
H -3.71 -5.98 0.99
H -2.78 -3.72 1.40
H -0.20 -2.32 1.26
S -0.85 4.54 -0.33
C -2.41 4.37 -0.86
N -3.41 3.81 -0.17
C -4.71 3.65 -0.79
C -4.69 4.45 -2.11
S -2.97 4.95 -2.41
H -3.15 3.28 0.65
H -5.48 4.03 -0.12
H -4.90 2.60 -0.98
H -5.31 5.35 -2.04
H -5.04 3.85 -2.94
*
```

Calculated values
HOMO-LUMO gap: 7.21 eV
E_HOMO: -0.194 hartree
Energy above the lowest of the compared OMol25 structures with the same formula, charge and spin: 17.77 kJ/mol

Record 10
Entry from OMol25: a single C22H17BrN4O3S molecule (wB97M-V/def2-TZVPD).

ORCA input file:
```
! wB97M-V def2-TZVPD RIJCOSX def2/J DEFGRID3
* xyz 0 1
O 4.48 1.34 -1.15
C 4.84 2.15 -0.32
O 5.32 3.43 -0.61
C 4.70 1.72 1.12
C 3.57 2.53 1.77
N 2.26 2.28 1.15
C 1.60 1.05 1.04
C 0.52 1.23 0.22
C -0.40 0.17 -0.30
C -0.56 -1.08 0.27
N -0.08 -1.52 1.51
C -0.64 -2.75 1.75
S -0.41 -3.46 3.25
N -1.38 -3.18 0.66
C -2.03 -4.44 0.55
C -3.27 -4.55 -0.12
C -3.83 -5.78 -0.37
C -3.14 -6.96 0.00
C -1.90 -6.91 0.65
C -1.39 -5.63 0.97
C -1.38 -2.14 -0.29
O -2.01 -2.11 -1.36
C 0.55 2.67 -0.07
C -0.42 3.44 -0.90
C -1.77 3.06 -0.99
C -2.71 3.86 -1.67
C -2.32 5.05 -2.29
Br -3.52 6.21 -3.27
C -0.95 5.32 -2.35
C 0.00 4.53 -1.63
N 1.59 3.23 0.48
H 5.30 3.49 -1.59
H 4.48 0.65 1.18
H 5.65 1.92 1.65
H 3.50 2.23 2.82
H 3.80 3.59 1.73
H 2.02 0.13 1.49
H -0.87 0.42 -1.25
H 0.07 -0.89 2.31
H -3.83 -3.70 -0.52
H -4.76 -5.89 -0.94
H -3.51 -7.90 -0.35
H -1.34 -7.82 0.90
H -0.45 -5.64 1.52
H -2.14 2.19 -0.48
H -3.77 3.52 -1.67
H -0.51 6.17 -2.88
H 1.07 4.79 -1.62
*
```

Calculated values
HOMO-LUMO gap: 7.56 eV
E_HOMO: -0.306 hartree
Energy above the lowest of the compared OMol25 structures with the same formula, charge and spin: 0.00 kJ/mol
SMILES: O=C(O)CCn1cc(/C=C2\NC(=S)N(c3ccccc3)C2=O)c(-c2ccc(Br)cc2)n1

Electronic energy values (in a.u.) by entry order: -1606.57685; -1339.05850; -4037.64558; -4467.08212; -2737.24324; -1773.37950; -2447.25286; -2949.59179; -7207.79471; -4265.51593.